Computed, not measured: a structure of composition C23H45Cl2EuN5O4P, with wB97M-V/def2-TZVPD.

Summary:
Total charge: -1
Max |F|, eV/A: 4.861
Spin multiplicity: 8
Orbital gap (alpha / beta), eV: 2.6010 / 2.6180

Last column: Löwdin spin population.
Atoms and positions in Å:
Eu  -1.07  -0.52  -0.61  7.01
Cl  -2.03  1.73  0.48  -0.01
Cl  -3.20  -1.25  -2.13  -0.01
P  0.90  0.14  2.40  0.00
O  3.30  1.70  -1.70  0.00
O  0.24  -2.39  -1.27  -0.01
O  0.50  -0.43  1.08  0.00
O  -2.22  -1.90  1.03  0.00
N  2.21  -3.39  -1.80  0.01
N  -0.32  0.59  3.41  0.00
N  -4.39  -2.41  1.65  0.00
N  1.70  -1.01  3.25  0.00
N  1.80  1.55  2.24  0.00
C  1.51  -2.36  -1.35  0.02
C  -0.60  1.95  3.79  0.00
C  0.35  4.90  -1.89  0.00
C  -1.43  -0.31  3.69  0.00
C  1.54  -4.62  -2.19  0.00
C  0.84  3.60  -2.01  0.00
C  -3.46  -1.65  1.09  0.00
C  3.67  -3.35  -1.85  0.00
C  -3.02  1.34  -4.30  0.00
C  2.39  -2.12  2.59  0.00
C  1.97  4.17  -4.04  0.00
C  0.79  5.88  -2.78  0.00
C  -5.81  -2.04  1.66  0.00
C  1.45  2.47  1.16  0.00
C  -2.01  1.06  -3.20  0.00
C  3.23  1.48  2.46  0.00
C  -0.55  -0.88  -3.86  0.00
C  -4.06  -3.71  2.25  0.00
C  1.85  -0.93  4.70  0.00
C  -1.71  -0.30  -3.00  -0.03
C  1.85  3.28  -2.94  0.00
C  1.52  5.50  -3.91  0.00
C  2.56  1.99  -2.65  0.00
H  -0.38  -0.25  -4.76  0.00
H  1.90  2.17  0.20  0.00
H  0.42  -0.83  -3.32  0.00
H  0.47  -4.43  -2.24  0.00
H  0.36  2.57  1.04  0.00
H  -6.43  -2.79  1.17  0.00
H  -0.34  5.15  -1.08  0.00
H  2.00  -2.28  1.58  0.00
H  0.33  2.53  3.80  0.00
H  -1.33  2.42  3.11  0.00
H  3.54  2.49  2.71  0.00
H  0.46  2.81  -1.35  0.00
H  3.99  -2.33  -1.61  0.00
H  -1.01  1.93  4.81  0.00
H  -0.71  -1.90  -4.23  0.00
H  1.81  -1.94  5.11  0.00
H  2.08  -1.45  -1.06  0.00
H  4.03  -3.61  -2.86  0.00
H  -4.70  -4.49  1.81  0.00
H  -3.01  -3.90  2.02  0.00
H  2.19  1.09  -3.25  0.00
H  0.50  6.92  -2.63  0.00
H  -1.54  -0.39  4.79  0.00
H  1.03  -0.33  5.11  0.00
H  -2.96  0.50  -5.00  0.00
H  -5.93  -1.09  1.13  0.00
H  3.45  0.82  3.32  0.00
H  -1.77  1.91  -2.53  0.00
H  -4.23  -3.67  3.34  0.00
H  -3.82  -0.69  0.65  0.00
H  1.86  3.45  1.45  0.00
H  -2.89  2.28  -4.86  0.00
H  3.78  1.14  1.57  0.00
H  -6.20  -1.91  2.68  0.00
H  2.39  3.82  -5.00  0.00
H  -1.26  -1.31  3.29  0.00
H  2.22  -3.03  3.18  0.00
H  -2.37  0.09  3.27  0.00
H  1.92  -4.96  -3.16  0.00
H  4.12  -4.05  -1.13  0.00
H  2.82  -0.47  4.97  0.00
H  3.47  -1.95  2.54  0.00
H  1.77  6.26  -4.66  0.00
H  1.73  -5.41  -1.45  0.00
H  -4.05  1.32  -3.93  0.00

***

Computed, not measured: a structure of composition ClH4NSi, with wB97M-V/def2-TZVPD.

Summary:
Max |F|, eV/A: 5.758
Relative energy (zero: lowest compared OMol25 entry of this formula, charge and spin), eV: 2.1968
Orbital gap, eV: 9.3322

Last column: Mulliken charge in e.
Atoms and positions in Å:
Cl  0.29  -1.71  2.08  -0.22
Si  1.12  -1.27  0.28  0.62
N  -0.64  -0.20  -0.73  -0.72
H  1.93  -0.11  0.65  -0.04
H  -0.99  -0.90  -1.42  0.21
H  -1.39  -0.03  -0.13  0.21
H  1.18  -2.51  -0.51  -0.05

***

Computed, not measured: a cluster of 2 separate species, C14H16O in total, with wB97M-V/def2-TZVPD.

Summary:
SMILES string: Cc1ccc(O)cc1.Cc1ccccc1
Max |F|, eV/A: 1.146
Relative energy (zero: lowest compared OMol25 entry of this formula, charge and spin), eV: 0.2965
Orbital gap, eV: 9.2806

Last column: Mulliken charge in e.
Atoms and positions in Å:
O  -4.96  0.52  -0.24  -0.54
C  -1.88  -1.29  0.27  -0.43
C  3.24  0.65  -1.49  0.84
C  -2.53  -0.34  2.35  -0.51
C  4.71  0.58  -1.85  -1.36
C  1.52  0.93  0.17  -0.69
C  0.92  0.54  -2.13  -0.77
C  2.87  0.81  -0.15  -0.42
C  -3.88  -0.02  0.44  0.89
C  0.56  0.75  -0.81  -0.41
C  -1.56  -0.97  1.59  0.59
C  -0.28  -1.45  2.22  -1.58
C  2.27  0.50  -2.47  -0.41
C  -3.69  0.19  1.79  -0.60
C  -3.06  -0.85  -0.30  -0.55
H  -0.46  0.75  -0.48  0.71
H  -0.44  -2.28  2.92  0.41
H  -5.34  1.24  0.29  0.29
H  -1.16  -1.87  -0.29  0.33
H  -4.42  0.82  2.29  0.30
H  1.20  1.11  1.19  0.45
H  5.17  1.53  -1.58  0.32
H  -2.44  -0.28  3.43  0.39
H  3.66  0.88  0.58  0.39
H  4.83  0.44  -2.93  0.35
H  2.52  0.45  -3.52  0.28
H  -3.34  -1.09  -1.31  0.38
H  0.23  -0.69  2.79  0.33
H  0.38  -1.81  1.44  0.33
H  0.16  0.49  -2.89  0.38
H  5.22  -0.23  -1.34  0.32

***

Computed, not measured: the molecule C4H6O2S, with wB97M-V/def2-TZVPD.

Summary:
SMILES string: CO/C=C/OC=S
Max |F|, eV/A: 6.492
Relative energy (zero: lowest compared OMol25 entry of this formula, charge and spin), eV: 4.6948
Orbital gap, eV: 8.7593

Last column: Mulliken charge in e.
Atoms and positions in Å:
S  0.35  -3.96  1.52  -0.23
O  -0.07  -2.06  -0.22  -0.25
O  0.77  1.48  -0.71  -0.34
C  -0.65  -0.57  -0.20  -0.30
C  0.56  0.15  -0.33  -0.11
C  -0.49  2.19  -0.71  -0.80
C  0.50  -2.39  0.99  0.03
H  -0.80  2.04  0.41  0.32
H  -1.07  1.85  -1.48  0.39
H  -1.57  -0.11  0.22  0.32
H  1.27  -1.54  1.45  0.19
H  1.41  -0.34  -0.21  0.54
H  -0.22  3.27  -0.72  0.23

***

Computed, not measured: a cluster of 5 separate species, C10H20Br10 in total, with wB97M-V/def2-TZVPD.

Summary:
SMILES string: BrCCBr.BrCCBr.BrCCBr.BrCCBr.BrCCBr
Max |F|, eV/A: 1.299
Relative energy (zero: lowest compared OMol25 entry of this formula, charge and spin), eV: 0.7027
Orbital gap, eV: 10.2956

Last column: Mulliken charge in e.
Atoms and positions in Å:
Br  -4.99  -3.75  2.07  -0.15
Br  8.38  -4.38  -2.05  -0.15
Br  1.62  -0.94  2.76  -0.15
Br  -2.40  6.21  2.60  -0.12
Br  -4.42  0.17  -0.26  -0.08
Br  4.11  -2.87  -1.62  -0.15
Br  -1.24  2.94  -0.84  -0.07
Br  0.73  4.93  1.55  -0.13
Br  -0.58  -2.50  0.61  -0.10
Br  -1.92  0.00  -3.52  -0.12
C  -1.51  2.70  -2.75  -0.68
C  -1.81  4.41  2.81  -0.41
C  6.68  -3.96  -1.28  -0.58
C  -0.34  4.27  3.02  -0.63
C  2.05  -1.32  0.91  -0.57
C  5.94  -3.04  -2.20  -0.58
C  0.86  -1.39  -0.02  -0.35
C  -5.10  -1.15  0.99  -0.55
C  -2.64  1.70  -3.03  0.09
C  -4.08  -2.21  1.33  -0.47
H  6.12  -4.88  -1.12  0.39
H  5.91  -3.40  -3.22  0.37
H  -2.14  3.83  1.94  0.17
H  -3.37  -1.88  2.08  0.36
H  -5.40  -0.57  1.85  0.35
H  -3.51  -2.54  0.46  0.25
H  1.15  -1.86  -0.96  0.18
H  2.71  -2.18  0.90  0.28
H  -2.32  3.99  3.68  0.36
H  6.85  -3.49  -0.32  0.36
H  -0.03  4.79  3.93  0.40
H  -0.09  3.22  3.11  0.32
H  -0.55  2.38  -3.12  0.36
H  -5.99  -1.61  0.57  0.38
H  -1.74  3.69  -3.14  0.36
H  6.35  -2.03  -2.20  0.38
H  0.46  -0.42  -0.24  0.30
H  -3.15  1.54  -2.09  -0.34
H  2.67  -0.46  0.62  0.41
H  -3.27  2.08  -3.82  0.31